{
  "formula": "C46H98N2O22S2",
  "method": "ωB97M-V/def2-TZVPD",
  "elements": ["C", "S", "O", "C", "H", "H", "H", "H", "H", "H", "C", "S", "O", "C", "H", "H", "H", "H", "H", "H", "C", "O", "N", "C", "C", "H", "H", "H", "H", "H", "H", "H", "C", "O", "N", "C", "C", "H", "H", "H", "H", "H", "H", "H", "O", "C", "O", "C", "C", "C", "H", "H", "H", "H", "H", "H", "H", "H", "O", "C", "O", "C", "C", "C", "H", "H", "H", "H", "H", "H", "H", "H", "O", "C", "O", "C", "C", "C", "H", "H", "H", "H", "H", "H", "H", "H", "O", "C", "O", "C", "C", "C", "H", "H", "H", "H", "H", "H", "H", "H", "O", "C", "O", "C", "C", "C", "H", "H", "H", "H", "H", "H", "H", "H", "O", "C", "O", "C", "C", "C", "H", "H", "H", "H", "H", "H", "H", "H", "O", "C", "O", "C", "C", "C", "H", "H", "H", "H", "H", "H", "H", "H", "O", "C", "O", "C", "C", "C", "H", "H", "H", "H", "H", "H", "H", "H", "O", "C", "O", "C", "C", "C", "H", "H", "H", "H", "H", "H", "H", "H"],
  "coordinates": [[2.79097, -5.16461, 1.82173], [1.42507, -4.88412, 2.98053], [1.09187, -6.16013, 3.75211], [0.01387, -4.73965, 1.72943], [2.79026, -4.43626, 1.01081], [2.63642, -6.15896, 1.40282], [3.74550, -5.15868, 2.34797], [0.01279, -3.84304, 1.10960], [-0.91404, -4.75885, 2.30102], [0.12819, -5.58042, 1.04522], [5.56668, -1.31170, -1.78048], [5.38855, -1.91880, -0.07418], [3.96522, -1.57529, 0.30417], [5.33809, -3.74656, -0.28332], [4.71418, -1.53219, -2.42293], [6.53571, -1.70595, -2.08650], [5.60612, -0.22259, -1.80013], [4.53789, -4.11150, -0.92721], [5.09884, -4.17940, 0.68802], [6.29830, -4.10157, -0.65757], [-0.69385, -4.25486, -2.29883], [-1.34800, -3.47165, -1.66505], [0.64724, -4.14973, -2.48233], [1.42235, -5.11447, -3.21371], [1.40162, -3.01312, -1.92077], [-1.05780, -5.21106, -2.70554], [2.06280, -5.64666, -2.51036], [2.03303, -4.56498, -3.93011], [0.87222, -5.89130, -3.74475], [2.22783, -3.40261, -1.32597], [1.87160, -2.35729, -2.65365], [0.80777, -2.30533, -1.34244], [-0.23481, 1.66847, 1.46739], [-1.12410, 2.51564, 1.33157], [-0.18887, 0.51986, 0.77731], [0.79023, -0.49659, 1.05635], [-1.28432, 0.18012, -0.13243], [0.53085, 1.84718, 2.23812], [0.38741, -1.36215, 1.58232], [1.54567, -0.08408, 1.72511], [1.31554, -0.74646, 0.13455], [-0.96555, -0.20606, -1.10060], [-1.89672, -0.57732, 0.35680], [-2.06867, 0.91192, -0.32572], [-3.65414, 1.21305, 5.94094], [-3.15826, 1.31659, 4.83634], [-2.83118, 2.52657, 4.35526], [-2.85729, 3.66568, 5.17961], [-2.06657, 4.71630, 4.35986], [-3.10086, 0.21858, 3.81401], [-2.41181, 3.36997, 6.12946], [-3.88122, 3.98878, 5.36738], [-1.15307, 4.23789, 4.00665], [-1.85417, 5.59381, 4.97056], [-2.56998, 4.99949, 3.43548], [-2.71086, 0.53044, 2.84512], [-4.10453, -0.11489, 3.55033], [-2.55062, -0.64214, 4.19415], [3.74907, 3.63276, -5.12699], [2.59880, 3.28304, -5.08039], [2.07356, 2.58919, -4.08019], [2.85291, 2.36614, -2.88608], [2.26006, 1.27734, -1.93750], [1.59973, 3.53074, -6.21943], [2.97628, 3.30750, -2.35063], [3.86528, 2.09298, -3.18370], [2.86306, 1.23289, -1.03057], [2.31643, 0.30152, -2.41989], [1.19809, 1.48049, -1.79945], [1.83579, 4.41053, -6.81805], [0.62985, 3.68907, -5.74789], [1.51510, 2.63984, -6.84172], [-1.57157, 6.09918, -0.95613], [-2.34808, 5.65111, -0.07606], [-2.36926, 6.04284, 1.17835], [-1.69598, 7.14480, 1.72915], [-2.48166, 8.46097, 1.77712], [-3.21329, 4.46566, -0.40110], [-0.71239, 7.28329, 1.28031], [-1.33562, 6.91372, 2.73157], [-2.87331, 8.66978, 0.78157], [-1.70274, 9.21651, 1.87975], [-3.17922, 8.68048, 2.58540], [-3.50101, 4.52633, -1.45069], [-4.04721, 4.52561, 0.29825], [-2.71895, 3.52495, -0.15861], [5.63413, -1.49458, 3.52921], [4.97822, -2.12345, 4.30703], [5.38734, -2.96477, 5.19889], [6.74724, -3.29198, 5.43949], [7.13562, -4.40178, 4.53069], [3.46904, -1.99239, 4.41563], [6.93844, -3.69500, 6.43404], [7.44000, -2.47128, 5.25341], [8.18412, -4.67035, 4.65954], [7.09357, -4.05592, 3.49787], [6.56521, -5.31796, 4.68351], [3.03352, -2.89671, 3.99062], [3.19903, -1.18179, 3.73876], [2.98886, -1.84805, 5.38346], [-1.89449, 4.61567, -4.92410], [-2.09521, 3.51518, -4.48817], [-2.51357, 2.45651, -5.20136], [-3.01567, 2.53500, -6.51956], [-1.91011, 2.27169, -7.57320], [-1.61714, 3.01271, -3.13895], [-3.39582, 3.52997, -6.75109], [-3.89338, 1.90300, -6.65482], [-2.27148, 2.51133, -8.57325], [-1.57139, 1.23585, -7.59307], [-1.04889, 2.89929, -7.34404], [-0.80077, 2.30587, -3.28733], [-2.46611, 2.53549, -2.64945], [-1.20090, 3.82580, -2.54421], [-8.24900, -0.91033, 1.03290], [-7.12331, -1.33484, 0.78930], [-5.97399, -0.56236, 0.58600], [-6.10249, 0.72982, 0.97756], [-5.18813, 1.47221, 0.09759], [-6.92120, -2.77200, 0.25465], [-5.82547, 0.94693, 2.00917], [-7.08701, 1.16795, 0.81371], [-5.27627, 1.28205, -0.97207], [-4.18117, 1.40137, 0.50883], [-5.28655, 2.55108, 0.21778], [-7.87414, -3.09892, -0.16145], [-6.58505, -3.34564, 1.11838], [-6.13453, -2.72718, -0.49850], [-1.26999, -1.42122, -5.93706], [-0.86581, -0.98994, -4.84526], [0.38358, -0.82321, -4.47929], [1.32951, -0.76383, -5.41898], [2.12282, -2.11987, -5.72227], [-1.86747, -0.63743, -3.78118], [2.05397, -0.08249, -4.97286], [1.06506, -0.25239, -6.34450], [2.53496, -2.48174, -4.78030], [2.83512, -1.89631, -6.51646], [1.44926, -2.88222, -6.11374], [-2.81069, -0.30330, -4.21338], [-1.41561, 0.03500, -3.05196], [-2.05019, -1.51764, -3.16479], [-4.39622, -5.07800, 1.87345], [-3.71833, -4.16471, 2.39234], [-3.15404, -4.20650, 3.54414], [-3.49865, -5.15902, 4.57535], [-2.34436, -5.54060, 5.55038], [-3.34725, -2.91761, 1.48643], [-4.10045, -5.99519, 4.21933], [-4.17339, -4.55011, 5.17706], [-1.45009, -5.88808, 5.03303], [-2.66873, -6.38488, 6.15873], [-2.00248, -4.84393, 6.31580], [-4.21979, -2.58869, 0.92199], [-2.49997, -3.21675, 0.86939], [-3.08823, -2.25246, 2.31019], [2.92481, 2.04575, 2.74840], [3.81337, 2.37646, 1.92008], [3.93981, 3.58064, 1.31111], [2.90065, 4.55664, 1.36092], [2.01594, 4.47046, 0.07552], [4.84148, 1.41211, 1.47812], [3.34067, 5.53550, 1.55147], [2.21347, 4.37655, 2.18763], [2.35303, 4.84460, -0.89117], [1.06967, 4.98998, 0.22646], [1.72936, 3.44976, -0.17772], [4.41057, 0.41942, 1.34780], [5.63497, 1.36471, 2.22392], [5.18542, 1.79721, 0.51818]],
  "atomic_forces_ev_per_a": [[0.45, -0.60, 0.40], [-1.53, -1.27, -1.45], [0.76, 1.56, -0.81], [-0.01, 0.12, 0.38], [-0.32, 0.41, 0.32], [-0.15, -0.06, 0.07], [-0.14, 0.15, 0.14], [0.58, 0.38, 0.39], [0.10, -0.22, 0.13], [0.04, -0.27, 0.37], [0.22, -0.26, 0.28], [-1.48, 0.06, -0.14], [0.38, -0.30, 0.10], [0.09, 0.23, -0.40], [0.13, -0.70, 0.09], [-0.14, 0.00, -0.56], [0.26, 0.02, 0.63], [-0.02, 0.50, -0.43], [0.55, 0.36, 0.21], [0.00, -0.08, 0.16], [1.37, -0.88, -0.08], [-0.92, 0.71, 0.60], [-0.30, 1.15, 0.19], [0.59, -0.05, 0.01], [0.05, -0.13, -0.15], [-0.38, 0.14, -0.20], [0.39, -0.06, -0.04], [0.15, -0.29, -0.11], [-0.48, 0.39, 0.08], [0.01, 0.00, 0.31], [-0.08, -0.33, -0.56], [-0.36, -0.64, 0.12], [-1.35, 1.71, 0.62], [0.76, -0.74, -0.14], [-0.61, -0.01, -0.65], [0.66, 0.67, 0.03], [-0.71, -0.70, 0.33], [0.31, -0.45, -0.32], [-0.34, -0.31, -0.25], [0.05, 0.18, 0.00], [-0.03, -0.43, 0.07], [0.41, -0.05, 0.23], [0.15, -0.64, -0.05], [0.84, 0.83, 0.23], [0.78, -0.62, -0.46], [-1.77, 1.33, 0.87], [0.31, -1.64, -1.46], [0.43, 0.84, -0.22], [-0.19, -0.65, 0.55], [0.19, -0.20, -0.66], [0.14, 0.45, 0.09], [-0.08, -0.10, 0.01], [0.25, 0.15, 0.28], [0.06, 0.01, -0.10], [-0.37, 0.01, 0.26], [0.48, 0.27, 0.23], [-0.23, 0.00, 0.53], [-0.01, 0.06, 0.05], [0.09, 0.04, 0.37], [0.56, 0.57, -1.70], [-1.07, -0.84, 1.25], [0.73, -0.31, 0.40], [0.06, 0.68, -1.81], [-0.29, -0.13, 1.14], [-0.29, 0.07, -0.08], [0.03, -0.13, -0.12], [-0.31, 0.18, 0.14], [0.06, -0.13, -0.07], [0.05, 0.06, 0.57], [0.33, -0.25, 0.16], [-0.16, 0.03, -0.16], [0.15, 0.02, -0.05], [-1.88, -0.49, 2.51], [3.39, 0.35, -3.49], [-1.36, -0.62, 1.05], [1.19, 1.09, 0.66], [1.12, 0.24, -0.89], [-0.56, 0.61, 1.02], [-0.31, 0.20, -0.98], [-0.77, -0.64, 0.28], [-0.49, -0.05, 0.15], [0.09, 0.19, 0.15], [-0.20, -0.74, -0.18], [-0.08, -0.08, 0.25], [-0.43, -0.17, -0.35], [0.37, 0.16, -0.12], [0.72, -0.04, -0.46], [-1.40, 1.35, 0.06], [0.34, -1.44, 2.29], [1.37, -0.44, -0.48], [0.78, -0.59, -1.16], [-0.38, 0.37, -1.17], [-0.91, 0.70, 0.39], [-0.45, 0.40, 0.14], [0.07, 0.02, 0.29], [-0.33, -0.20, -0.19], [-0.21, 0.12, -0.07], [-0.05, -0.24, -0.03], [-0.16, 0.07, 0.13], [0.63, 0.00, 0.14], [-0.68, -0.02, -0.12], [1.83, -0.14, -0.21], [-0.76, -0.93, 0.43], [0.38, 1.09, -1.80], [-0.31, -0.25, 0.62], [-0.22, 0.48, 0.02], [0.11, 0.30, 0.44], [0.33, -0.48, 0.44], [-0.06, 0.09, 0.06], [-0.09, -0.10, 0.17], [-0.08, 0.11, -0.09], [-0.19, -0.22, -0.20], [0.24, -0.14, 0.24], [-0.38, 0.13, -0.02], [2.85, -0.24, 0.39], [-1.93, -0.16, -2.27], [-1.94, -3.52, 1.06], [-0.57, 3.14, -0.08], [1.70, 2.17, 0.07], [0.37, 1.56, 0.88], [-0.09, -0.49, 0.29], [-0.40, -0.68, 0.19], [0.11, -0.39, 0.18], [0.49, -0.67, -0.66], [-0.65, 0.16, -0.03], [0.24, -0.15, 0.25], [-0.11, -0.54, -0.28], [-0.07, -0.27, 0.03], [1.83, 1.00, 1.92], [-3.67, -1.21, -2.19], [-1.85, -0.11, 2.12], [4.57, -0.49, -2.29], [-1.79, 1.33, 0.10], [0.64, -0.27, 0.76], [0.42, 0.02, -0.10], [-0.69, -0.38, -0.06], [0.46, 0.03, -0.25], [0.34, -0.12, 0.40], [-0.13, 0.03, 0.02], [0.33, 0.13, 0.07], [-0.30, 0.49, -0.38], [-0.18, -0.38, -0.21], [1.22, 1.77, 1.96], [-2.33, -2.08, -5.64], [1.90, 0.29, 1.82], [-0.59, 0.75, 1.85], [0.04, -0.56, -0.77], [-0.32, -1.41, 2.85], [0.59, -0.03, -0.43], [-0.31, -0.26, 0.16], [0.01, -0.08, -0.21], [-0.27, -0.18, -0.26], [-0.41, 0.72, -0.50], [0.32, -0.10, 0.04], [-0.12, 0.29, -0.15], [0.39, 0.97, -0.79], [2.03, 1.51, -2.33], [-2.86, -0.42, 2.15], [0.19, -0.92, 0.40], [-1.56, -0.07, -0.75], [-0.19, 0.12, 0.06], [0.27, 0.21, -0.59], [0.22, -0.15, -0.39], [0.25, -0.32, 0.19], [0.83, 0.42, 0.37], [-0.03, 0.09, 0.28], [0.07, -0.31, 0.56], [-0.05, 0.12, 0.19], [0.12, -0.01, -0.16], [0.56, -0.28, 0.06]],
  "gap_ev": [7.42, 2.77],
  "s2": 0.7574,
  "total_charge": 1,
  "lumo_energy_ev": [-3.74, -8.39],
  "multiplicity": 2,
  "homo_ev": [-11.16, -11.16],
  "total_energy_ev": -118975.7258
}